Record 1
Entry from the OMol25 dataset: C22H35NO4P2Zr as an isolated structure in a non-equilibrium geometry (the ωB97M-V functional and the def2-TZVPD basis).

Each line ends with the Löwdin charge.
Positions of all 65 atoms, in Å:
P  -0.34  -1.51  -5.45  0.89
P  0.28  1.95  -5.31  0.91
C  -0.45  -0.35  -6.90  -0.38
C  0.42  0.90  -6.84  -0.38
H  -1.51  -0.08  -7.01  0.08
H  -0.17  -0.96  -7.77  0.09
H  1.48  0.63  -6.94  0.08
H  0.17  1.56  -7.68  0.09
C  -1.36  2.71  -5.67  -0.22
H  -1.67  3.34  -4.82  0.05
H  -2.12  1.92  -5.79  0.05
H  -1.31  3.32  -6.59  0.07
C  1.45  3.30  -5.71  -0.24
H  1.15  3.83  -6.62  0.06
H  2.45  2.86  -5.85  0.05
H  1.51  3.99  -4.86  0.04
C  -1.40  -2.90  -5.97  -0.25
H  -1.39  -3.68  -5.19  0.05
H  -1.06  -3.33  -6.93  0.06
H  -2.43  -2.55  -6.07  0.05
C  1.37  -2.12  -5.75  -0.23
H  2.09  -1.28  -5.72  0.04
H  1.42  -2.62  -6.73  0.07
H  1.65  -2.82  -4.95  0.05
Zr  0.05  0.05  -0.40  1.85
C  0.38  2.06  -2.72  -0.17
C  -0.99  1.81  -2.71  -0.20
C  -1.65  0.61  -3.34  -0.26
C  -1.97  -0.66  -2.51  -0.19
C  -0.91  -1.74  -2.65  -0.13
C  0.45  -1.48  -2.58  -0.26
C  1.20  -0.31  -3.17  -0.27
C  1.41  0.96  -2.32  -0.23
C  0.91  -1.63  0.65  -0.23
H  0.75  3.09  -2.54  0.13
H  -1.68  2.56  -2.33  0.12
H  -1.07  0.26  -4.24  0.00
H  -2.60  0.93  -3.80  0.13
H  -2.27  -0.46  -1.45  0.12
H  -2.88  -1.06  -3.00  0.14
H  -1.27  -2.76  -2.37  0.14
H  1.10  -2.32  -2.29  0.12
H  0.76  0.04  -4.14  -0.01
H  2.20  -0.64  -3.51  0.13
H  1.68  0.76  -1.15  0.09
H  2.42  1.35  -2.59  0.15
H  1.89  -1.41  1.09  0.04
H  1.00  -2.53  0.02  0.02
H  0.21  -1.87  1.48  0.04
O  -1.18  0.81  1.12  -0.13
C  -0.14  1.37  1.70  -0.50
O  0.95  1.43  0.98  -0.11
C  -0.13  1.74  3.07  -0.15
C  -1.32  1.77  3.80  0.04
C  -1.25  2.02  5.17  0.06
C  0.02  2.17  5.79  -0.10
C  1.20  2.16  5.02  0.05
C  1.13  1.94  3.66  0.04
N  0.11  2.35  7.19  -0.30
O  -0.94  2.40  7.87  0.10
O  1.26  2.48  7.69  0.09
H  -2.28  1.61  3.31  0.14
H  -2.13  2.08  5.80  0.13
H  2.15  2.31  5.53  0.14
H  2.04  1.91  3.06  0.14

Results
LUMO   -7.87 eV
HOMO-LUMO gap   5.398 eV
M   530.70 g/mol
Total charge   +2

Record 2
Entry from the OMol25 dataset: C45H30CaI2N9O3S as an isolated structure (the ωB97M-V functional and the def2-TZVPD basis).

Each line ends with the Löwdin charge.
Positions of all 91 atoms, in Å:
Ca  -0.60  -0.94  -0.78  1.13
O  -4.68  -1.08  5.21  -0.05
C  -3.58  -1.66  5.15  -0.69
O  -2.85  -2.14  6.04  -0.04
C  -2.97  -1.72  3.73  -0.09
C  -3.70  -1.29  2.63  0.05
C  -3.10  -1.27  1.38  -0.21
N  -1.83  -1.65  1.19  0.04
C  -1.13  -2.10  2.24  -0.20
C  -1.67  -2.16  3.52  0.05
C  0.29  -2.50  1.98  -0.21
C  1.17  -2.78  3.02  0.00
C  2.47  -3.16  2.72  -0.05
C  2.85  -3.27  1.39  -0.05
C  1.91  -2.96  0.42  -0.14
N  0.67  -2.57  0.70  0.04
C  -3.83  -0.76  0.18  -0.22
C  -5.04  -0.08  0.31  -0.01
C  -5.69  0.37  -0.83  -0.06
C  -5.11  0.12  -2.07  -0.06
C  -3.90  -0.54  -2.11  -0.12
N  -3.26  -0.96  -1.01  0.07
H  -4.72  -0.98  2.81  0.11
H  -1.13  -2.51  4.38  0.11
H  0.86  -2.67  4.05  0.11
H  3.17  -3.36  3.51  0.11
H  3.85  -3.57  1.11  0.11
H  2.17  -2.99  -0.64  0.10
H  -5.47  0.11  1.28  0.11
H  -6.63  0.89  -0.75  0.11
H  -5.59  0.44  -2.99  0.10
H  -3.40  -0.74  -3.05  0.10
I  -1.26  -5.40  -3.69  0.87
C  -1.23  -3.45  -4.43  -0.66
C  -1.44  -3.23  -5.79  -0.25
C  -1.41  -1.97  -6.33  -0.69
I  -1.73  -1.75  -8.38  0.86
C  -1.18  -0.85  -5.49  -0.22
C  -1.11  0.49  -5.92  -0.05
C  -0.88  1.49  -5.03  -0.05
C  -0.72  1.17  -3.67  -0.16
N  -0.79  -0.06  -3.22  0.02
C  -0.99  -1.08  -4.10  -0.17
C  -0.98  -2.42  -3.52  -0.48
O  -0.77  -2.57  -2.28  -0.27
H  -1.62  -4.08  -6.43  0.07
H  -1.25  0.71  -6.98  0.05
H  -0.80  2.52  -5.35  0.10
H  -0.53  1.94  -2.93  0.09
S  2.00  -0.15  -1.60  0.53
C  2.81  0.06  -0.10  -0.85
N  4.05  -0.22  0.16  0.04
N  4.73  -0.82  -0.83  -0.02
C  6.07  -1.09  -0.71  -0.25
C  6.78  -0.81  0.47  -0.04
C  8.13  -1.12  0.55  -0.11
C  8.80  -1.70  -0.52  -0.13
C  8.10  -1.97  -1.68  -0.11
C  6.75  -1.67  -1.78  -0.04
N  2.22  0.59  1.08  0.03
N  0.98  0.64  1.13  0.03
C  0.52  1.24  2.36  -0.25
C  -0.82  1.10  2.70  -0.05
C  -1.31  1.63  3.88  -0.06
C  -0.46  2.34  4.72  -0.09
C  0.87  2.51  4.37  -0.09
C  1.37  1.96  3.20  -0.04
H  4.24  -0.93  -1.72  0.05
H  6.25  -0.35  1.30  0.10
H  8.66  -0.89  1.47  0.10
H  9.85  -1.93  -0.44  0.09
H  8.60  -2.42  -2.53  0.10
H  6.21  -1.89  -2.69  0.11
H  -1.48  0.56  2.04  0.07
H  -2.35  1.47  4.15  0.11
H  -0.84  2.75  5.65  0.10
H  1.53  3.07  5.02  0.10
H  2.41  2.07  2.92  0.10
N  -1.57  1.54  -0.53  0.20
C  -1.69  2.63  -0.21  -0.11
C  -1.85  4.00  0.20  -0.20
C  -2.78  4.80  -0.46  -0.03
C  -2.93  6.12  -0.07  -0.08
C  -2.15  6.64  0.96  -0.08
C  -1.22  5.84  1.60  -0.06
C  -1.06  4.51  1.23  -0.01
H  -3.38  4.38  -1.25  0.12
H  -3.65  6.75  -0.57  0.10
H  -2.27  7.67  1.26  0.10
H  -0.61  6.24  2.40  0.11
H  -0.34  3.88  1.72  0.11

Results
LUMO   1.54 eV
HOMO-LUMO gap   6.513 eV
M   1070.75 g/mol
Total charge   -1

Record 3
Entry from the OMol25 dataset: C18H22N2O as an isolated structure in a non-equilibrium geometry (the ωB97M-V functional and the def2-TZVPD basis).

Each line ends with the Löwdin charge.
Positions of all 43 atoms, in Å:
C  -5.80  -0.07  1.62  -0.02
H  -4.96  -0.83  1.79  0.07
H  -5.52  0.91  2.11  0.08
H  -6.78  -0.49  1.76  0.05
C  -5.76  0.09  -0.11  -0.56
C  -6.10  -1.08  -0.73  -0.10
H  -5.39  -1.88  -0.39  0.11
H  -7.05  -1.37  -0.68  0.04
H  -6.05  -0.74  -1.94  0.17
C  -6.80  1.27  -0.30  -0.08
H  -6.87  1.77  -1.33  0.10
H  -7.94  1.03  -0.16  0.12
H  -6.66  2.05  0.18  -0.05
C  -4.38  0.94  -0.26  -0.05
C  -3.21  -0.06  -0.16  -0.33
O  -3.32  -1.20  0.54  -0.07
N  -2.00  0.43  -0.32  0.11
C  -0.76  0.07  -0.21  -0.28
C  -0.28  -1.04  0.10  -0.12
C  0.91  -1.49  0.34  -0.02
C  1.92  -0.68  -0.25  -0.10
C  1.50  0.69  -0.49  -0.08
C  0.30  1.09  -0.64  0.00
H  -0.01  2.01  -0.90  0.07
H  2.39  1.43  -1.24  0.22
N  3.36  -1.10  -0.11  0.07
C  4.45  -0.57  0.01  -0.28
C  4.51  1.06  0.52  -0.03
C  5.59  1.54  0.77  -0.15
C  6.89  0.96  0.31  -0.12
C  6.85  -0.18  -0.33  -0.11
C  5.61  -1.00  -0.52  -0.03
H  5.66  -1.94  -0.77  0.04
H  7.73  -0.89  -0.62  0.13
H  7.75  1.47  0.32  0.05
H  5.72  2.77  1.12  0.18
H  3.59  1.35  0.75  0.03
H  3.39  -2.10  0.13  0.17
H  1.17  -2.48  0.59  0.11
H  -1.28  -1.70  0.56  0.20
H  -2.04  1.45  -0.57  0.18
H  -4.40  1.85  0.51  0.17
H  -4.48  1.08  -1.33  0.11

Results
LUMO   0.12 eV
HOMO-LUMO gap   7.356 eV
M   282.39 g/mol
Total charge   0

Record 4
Entry from the OMol25 dataset: a 6-piece molecular cluster, C27H36N7S overall in a non-equilibrium geometry (the ωB97M-V functional and the def2-TZVPD basis).

Each line ends with the Löwdin charge.
Positions of all 71 atoms, in Å:
C  -0.76  -0.81  -5.08  -0.17
C  -1.30  -2.28  -4.71  -0.52
S  -0.43  -3.67  -5.59  0.83
C  0.91  -4.34  -4.45  -0.36
N  1.50  -3.12  -3.75  -0.20
C  2.46  -2.44  -4.54  0.05
C  3.08  -1.14  -3.90  0.05
C  2.49  -0.86  -2.50  0.05
C  1.46  -1.80  -1.84  0.00
N  1.01  -2.92  -2.55  0.10
H  -0.34  -0.25  -4.17  0.07
H  -1.64  -0.19  -5.51  0.09
H  0.06  -0.88  -5.87  0.06
H  -2.41  -2.33  -5.04  0.09
H  -1.33  -2.39  -3.57  0.07
H  0.38  -5.03  -3.72  0.11
H  1.71  -4.90  -5.06  0.12
H  2.75  -2.79  -5.60  0.16
H  3.85  -0.51  -4.44  0.12
H  2.84  0.06  -1.90  0.12
H  1.03  -1.58  -0.81  0.12
N  0.91  0.74  1.14  -0.01
C  1.73  1.56  1.86  -0.13
C  1.80  2.77  1.22  -0.09
C  0.98  2.68  0.07  -0.11
C  0.44  1.42  0.04  -0.18
H  0.68  -0.21  1.37  0.12
H  2.20  1.20  2.77  0.11
H  2.38  3.62  1.55  0.10
H  0.81  3.46  -0.66  0.10
H  -0.23  0.95  -0.66  0.10
N  6.59  -1.94  -3.97  -0.02
C  7.28  -2.49  -5.01  -0.14
C  8.56  -1.98  -4.99  -0.10
C  8.64  -1.09  -3.89  -0.10
C  7.41  -1.09  -3.28  -0.14
H  5.63  -2.12  -3.75  0.10
H  6.81  -3.20  -5.68  0.10
H  9.35  -2.23  -5.69  0.10
H  9.50  -0.52  -3.58  0.10
H  7.05  -0.55  -2.41  0.10
N  1.72  -0.99  5.29  0.01
C  1.45  -1.82  4.23  -0.16
C  0.09  -1.93  4.12  -0.12
C  -0.49  -1.14  5.15  -0.12
C  0.54  -0.57  5.85  -0.11
H  2.64  -0.74  5.61  0.15
H  2.25  -2.25  3.65  0.10
H  -0.44  -2.51  3.38  0.09
H  -1.54  -1.00  5.35  0.07
H  0.54  0.09  6.71  0.12
N  -2.23  1.74  3.06  0.02
C  -2.86  1.16  4.13  -0.13
C  -3.86  2.01  4.53  -0.12
C  -3.84  3.13  3.67  -0.11
C  -2.82  2.94  2.77  -0.13
H  -1.45  1.34  2.56  0.12
H  -2.54  0.21  4.50  0.06
H  -4.54  1.83  5.36  0.09
H  -4.49  3.99  3.71  0.09
H  -2.47  3.55  1.95  0.11
N  -7.29  2.94  3.84  0.01
C  -7.79  4.20  4.05  -0.14
C  -8.81  4.41  3.16  -0.12
C  -8.94  3.23  2.39  -0.12
C  -7.99  2.34  2.83  -0.14
H  -6.53  2.52  4.34  0.11
H  -7.37  4.83  4.82  0.11
H  -9.40  5.31  3.08  0.09
H  -9.65  3.05  1.59  0.09
H  -7.76  1.34  2.51  0.10

Results
LUMO   -5.36 eV
HOMO-LUMO gap   3.812 eV
M   490.70 g/mol
Total charge   +1

Question: Which of these has the lowest M?
Answer: C18H22N2O